[1]
{"formula": "C4H11NO", "method": "ωB97M-V/def2-TZVPD", "charge": 0, "homo_lumo_gap_ev": 10.24, "energy_ev": -7863.2493, "elements": ["N", "C", "C", "C", "C", "H", "H", "H", "H", "H", "H", "H", "H", "H", "H", "H", "O"], "coordinates": [[0.73543, 0.98677, -1.83696], [-0.08144, 1.60232, -0.78867], [-1.56668, -1.46895, 1.10790], [-0.83271, -0.61320, 0.12313], [-0.84836, 0.71730, 0.13436], [0.13104, 0.43002, -2.43582], [1.35304, 0.28189, -1.43082], [-0.72875, 2.31801, -1.30313], [0.59753, 2.23997, -0.22457], [-0.94238, -2.29007, 1.43943], [-1.79573, -0.85986, 1.97238], [-2.46325, -1.93045, 0.69262], [-0.17580, -1.08430, -0.59650], [-1.60470, 1.19025, 0.75382], [2.26282, -1.23799, 1.85439], [1.58174, -0.12580, 1.01805], [2.15550, -0.90013, 0.96267]], "lowdin_charge": [-0.009, -0.302, -0.097, -0.194, -0.136, 0.067, 0.053, 0.109, 0.105, 0.067, 0.069, 0.074, 0.090, 0.105, 0.038, 0.017, -0.056]}

[2]
{"formula": "C5H8N", "method": "ωB97M-V/def2-TZVPD", "charge": 1, "homo_lumo_gap_ev": [8.46, 7.06], "energy_ev": -6788.8007, "elements": ["C", "C", "C", "C", "C", "N", "H", "H", "H", "H", "H", "H", "H", "H"], "coordinates": [[0.29496, 1.71270, -0.02301], [-0.54101, 0.56697, 0.08838], [-1.75704, -0.10041, 0.65932], [-1.47503, -0.26187, -0.78603], [1.88801, -0.35263, -0.30882], [0.86682, 0.47071, 0.24558], [-1.57666, -0.93343, 1.32563], [-2.55926, 0.55799, 0.96593], [-2.04761, 0.30174, -1.51119], [-1.07619, -1.19778, -1.15369], [2.00429, -1.27279, 0.26616], [1.60527, -0.62227, -1.33349], [2.83575, 0.18846, -0.34179], [1.53770, 0.94260, 1.90700]], "lowdin_charge": [0.249, -0.383, 0.004, 0.018, -0.031, -0.119, 0.133, 0.133, 0.133, 0.127, 0.111, 0.120, 0.112, 0.393]}

[3]
{"formula": "C7H22NO4", "method": "ωB97M-V/def2-TZVPD", "charge": 0, "spin_multiplicity": 2, "s2": 0.75, "homo_lumo_gap_ev": [3.05, 9.42], "energy_ev": -17291.3573, "elements": ["C", "C", "C", "C", "C", "C", "C", "N", "H", "H", "H", "H", "H", "H", "H", "H", "H", "H", "H", "H", "H", "H", "H", "H", "O", "H", "H", "O", "H", "H", "O", "H", "H", "O"], "coordinates": [[1.77913, 1.64823, 0.41904], [2.44304, 0.65449, -0.49240], [1.68768, -0.65250, -0.56832], [1.30630, -1.21988, -1.69885], [-0.42080, -1.42716, 2.60247], [0.09864, -1.36080, 1.20524], [1.32571, -1.14221, 0.78668], [0.42026, 2.03385, -0.03091], [2.37521, 2.54770, 0.47913], [1.81690, 1.31957, 1.45928], [3.51855, 0.54684, -0.42661], [2.50693, 1.04599, -1.50652], [0.80410, -2.18652, -1.67949], [1.53158, -1.02181, -2.73932], [-0.11021, -2.38890, 3.04681], [-0.13735, -0.61868, 3.28195], [-1.50059, -1.46650, 2.65008], [-0.73932, -1.32688, 0.51852], [2.19685, -1.28988, 1.41516], [0.08616, 2.84924, 0.50761], [0.30247, 2.16775, -1.05036], [-0.27428, 1.36369, 0.29647], [-2.37870, 1.15682, 1.25640], [-2.25000, 1.68861, 2.75304], [-1.77730, 1.55598, 1.91863], [-3.48909, -1.29763, -0.23733], [-3.47800, -1.72089, 1.26652], [-2.91898, -1.45586, 0.52720], [0.45137, 1.38619, -3.65310], [-0.45615, 0.80796, -2.51886], [0.03463, 1.60212, -2.81189], [-1.64940, -1.47318, -3.05704], [-1.59087, -1.47962, -1.59150], [-1.51446, -0.84613, -2.32770]], "lowdin_spin": [0.035, 0.008, 0.012, 0.019, 0.030, 0.033, 0.010, 0.062, 0.009, 0.010, 0.001, 0.004, 0.006, 0.006, 0.001, 0.008, 0.014, 0.017, 0.001, 0.055, 0.022, 0.045, 0.072, 0.037, 0.148, 0.033, 0.024, 0.099, 0.012, 0.016, 0.047, 0.016, 0.019, 0.070]}

[4]
{"formula": "C4H7F2N", "method": "ωB97M-V/def2-TZVPD", "charge": 0, "homo_lumo_gap_ev": 10.85, "energy_ev": -11185.4359, "elements": ["C", "C", "C", "C", "N", "F", "F", "H", "H", "H", "H", "H", "H", "H"], "coordinates": [[1.55553, -0.69370, -0.76502], [0.39347, -0.15572, -0.55695], [-0.53080, 0.57977, -1.44503], [-0.35254, -0.45095, 0.94704], [-0.54832, 0.78078, 1.62574], [-1.60217, -0.97385, 0.67804], [0.35732, -1.47360, 1.58166], [2.14878, -1.15556, 0.00414], [1.93635, -0.62438, -1.72912], [-0.40203, 0.34567, -2.49697], [-0.46473, 1.65401, -1.40823], [-1.47635, 0.30814, -0.86656], [-1.34778, 0.78097, 2.39540], [0.33327, 1.07843, 2.03586]], "lowdin_charge": [0.050, -0.253, -0.062, -0.530, 0.111, 0.036, 0.033, 0.068, 0.048, 0.083, 0.073, 0.096, 0.156, 0.092]}

[5]
{"formula": "C22H63N5O7", "method": "ωB97M-V/def2-TZVPD", "charge": 0, "homo_lumo_gap_ev": 5.37, "energy_ev": -45558.2631, "elements": ["C", "O", "H", "H", "H", "H", "C", "O", "H", "H", "H", "H", "C", "C", "C", "O", "C", "N", "H", "H", "H", "H", "H", "H", "H", "H", "H", "H", "H", "C", "C", "C", "O", "C", "N", "H", "H", "H", "H", "H", "H", "H", "H", "H", "H", "H", "C", "C", "C", "O", "C", "N", "H", "H", "H", "H", "H", "H", "H", "H", "H", "H", "H", "C", "C", "C", "O", "C", "N", "H", "H", "H", "H", "H", "H", "H", "H", "H", "H", "H", "C", "C", "C", "O", "C", "N", "H", "H", "H", "H", "H", "H", "H", "H", "H", "H", "H"], "coordinates": [[22.11153, -6.18265, 6.68001], [23.41606, -6.43710, 7.16223], [22.14707, -5.72789, 5.69005], [21.52340, -7.09170, 6.80586], [21.71465, -5.41972, 7.34974], [24.03845, -5.80644, 6.79276], [25.12585, -7.83227, 8.00477], [25.27404, -9.08277, 8.70444], [25.23884, -6.99259, 8.69054], [25.87738, -7.82913, 7.21528], [24.14560, -7.80646, 7.52878], [26.18776, -9.34039, 8.56189], [21.54118, -5.40668, 4.74936], [20.63246, -5.50205, 3.51171], [21.44130, -5.18872, 2.17689], [21.99531, -3.91269, 2.27875], [21.43527, -2.98656, 1.41834], [20.04396, -6.86289, 3.41378], [21.74558, -4.33868, 4.82486], [22.36357, -6.12096, 4.78906], [20.80711, -5.52191, 5.54683], [19.87534, -4.72122, 3.58365], [20.87633, -5.45969, 1.28500], [22.31795, -5.83331, 2.11291], [20.59565, -2.40069, 1.79238], [21.24519, -3.50456, 0.47832], [22.19085, -2.23212, 1.19919], [19.50869, -6.88015, 2.55745], [19.45140, -7.03328, 4.21374], [20.26466, -3.97412, 9.63847], [20.33934, -3.98762, 8.05363], [18.93499, -3.85231, 7.39863], [18.01146, -4.50906, 8.14530], [16.69982, -4.11864, 7.97680], [21.31210, -2.92399, 7.66756], [19.71109, -3.09265, 9.96199], [21.28514, -4.03614, 10.01644], [19.88237, -4.91077, 10.04424], [20.72602, -4.95091, 7.72100], [19.09102, -4.09037, 6.34645], [18.63110, -2.80553, 7.39858], [16.59131, -4.06511, 6.89353], [16.47605, -3.15273, 8.42963], [15.92872, -4.82147, 8.29228], [21.69279, -3.04600, 6.74005], [21.26774, -1.91553, 7.70137], [26.50921, -3.98981, 10.77637], [25.91101, -3.94779, 9.34353], [24.28706, -3.93944, 9.44992], [23.66053, -3.82781, 8.10106], [22.25656, -4.14706, 8.22314], [26.32374, -2.86560, 8.40064], [25.95422, -4.69783, 11.39184], [26.31371, -2.98391, 11.14791], [27.59861, -4.02546, 10.78221], [26.20875, -4.90572, 8.91714], [23.98106, -3.01866, 9.94655], [23.99723, -4.79842, 10.05511], [21.72588, -4.10339, 7.27205], [21.64032, -3.38966, 8.70759], [22.11373, -5.07098, 8.78356], [25.46781, -2.75221, 7.87658], [26.29269, -1.97119, 8.86880], [22.34467, -7.87045, 9.34701], [20.91754, -7.81815, 9.50740], [20.38939, -6.45029, 9.83807], [19.03731, -6.57336, 10.15102], [18.54003, -5.70315, 11.10215], [20.30139, -8.19730, 8.25034], [22.91410, -7.31979, 10.09576], [22.76757, -7.52346, 8.40422], [22.72638, -8.88603, 9.45187], [20.59089, -8.54841, 10.24775], [20.53928, -5.73031, 9.03355], [21.04368, -6.10333, 10.63784], [19.08151, -5.74292, 12.04730], [17.57314, -6.10753, 11.40167], [18.22863, -4.70849, 10.78310], [19.32195, -7.96333, 8.32820], [20.62566, -7.58420, 7.51614], [22.42848, -9.24955, 8.10044], [23.06739, -9.64651, 6.79534], [22.99734, -8.58837, 5.59397], [21.65374, -8.28070, 5.36691], [21.54063, -7.42590, 4.18544], [24.38907, -10.05721, 7.20614], [22.58497, -9.90003, 8.96096], [21.34696, -9.25229, 7.96481], [22.69890, -8.19942, 8.21091], [22.41103, -10.43136, 6.41944], [23.28836, -9.00814, 4.63106], [23.60633, -7.69126, 5.70539], [20.56310, -6.99697, 4.40577], [21.47519, -8.11861, 3.34642], [22.37979, -6.73649, 4.09256], [24.77746, -9.35612, 7.82074], [24.87475, -9.95038, 6.32705]], "lowdin_charge": [-0.173, -0.180, -0.082, 0.098, 0.020, 0.132, -0.061, 0.001, 0.100, 0.124, 0.041, 0.136, -0.201, -0.238, -0.164, -0.165, -0.118, -0.060, 0.143, 0.072, 0.117, 0.149, 0.122, 0.133, 0.089, 0.088, 0.089, 0.109, 0.162, -0.033, -0.293, -0.185, -0.171, -0.097, 0.001, 0.120, 0.104, 0.004, 0.076, 0.118, 0.117, 0.090, 0.095, 0.096, 0.130, 0.124, -0.059, -0.389, -0.107, -0.113, -0.434, 0.038, 0.077, 0.066, 0.076, 0.102, 0.121, 0.109, 0.031, 0.001, 0.101, 0.039, 0.058, -0.200, -0.292, -0.267, -0.130, -0.140, 0.031, 0.114, 0.067, 0.069, 0.176, 0.070, 0.139, 0.111, 0.095, 0.080, 0.104, 0.054, -0.196, -0.335, -0.167, -0.168, -0.218, 0.035, 0.141, 0.070, -0.087, 0.119, 0.124, 0.109, -0.029, 0.146, 0.086, -0.264, 0.060]}

[6]
{"formula": "C20H31O5STi", "method": "ωB97M-V/def2-TZVPD", "charge": 0, "spin_multiplicity": 2, "s2": 0.75, "homo_lumo_gap_ev": [7.81, 8.52], "energy_ev": -65429.4145, "elements": ["O", "C", "C", "H", "H", "C", "H", "H", "C", "H", "H", "H", "C", "H", "H", "H", "Ti", "C", "C", "C", "H", "C", "C", "H", "H", "H", "H", "C", "C", "C", "H", "C", "C", "H", "H", "H", "H", "O", "C", "C", "H", "H", "C", "H", "H", "C", "H", "H", "H", "H", "C", "S", "O", "O", "O", "H", "H", "H"], "coordinates": [[-3.69265, 2.15429, -2.33889], [-4.25569, 1.64833, -3.61849], [-5.34626, 2.71306, -3.67759], [-4.64520, 0.61739, -3.50626], [-3.52378, 1.70452, -4.43323], [-4.84796, 3.06676, -2.24765], [-6.36334, 2.32400, -3.75100], [-5.15594, 3.46036, -4.46088], [-5.80015, 2.59108, -1.16956], [-6.32060, 1.68380, -1.48305], [-6.53395, 3.37461, -0.98843], [-5.26328, 2.38303, -0.24423], [-4.45042, 4.51772, -2.03498], [-3.74124, 4.86392, -2.79679], [-4.02625, 4.66190, -1.02844], [-5.36882, 5.11553, -2.11739], [-1.29913, 0.75061, -0.52695], [0.68438, 1.07615, 0.64350], [1.19289, 0.35635, -0.49555], [0.90215, 1.12907, -1.66827], [1.91585, -0.43669, -0.44932], [0.37062, 2.37941, -1.24601], [0.15605, 2.32224, 0.16752], [-0.31006, 3.13364, 0.71477], [0.83261, 0.80979, 1.67619], [1.14168, 0.81291, -2.68125], [0.34850, 3.28654, -1.84176], [-2.11069, 0.04591, 1.60771], [-2.14265, 1.46205, 1.50042], [-2.97886, 1.81538, 0.39410], [-1.66379, 2.17084, 2.17274], [-3.50840, 0.57907, -0.14880], [-2.97333, -0.50006, 0.60958], [-3.29421, -1.53518, 0.50136], [-1.58718, -0.53676, 2.35784], [-3.17959, 2.82425, 0.04813], [-4.21862, 0.48072, -0.95878], [-1.37419, 1.56030, -3.25585], [-1.22195, 2.85979, -3.87118], [-0.69788, 2.61197, -5.28274], [-0.52264, 3.46552, -3.28139], [-2.18398, 3.41190, -3.84772], [-0.68931, 1.07667, -5.47938], [0.33676, 2.99116, -5.32021], [-1.34067, 3.17325, -5.97537], [-1.23483, 0.46162, -4.19697], [0.34524, 0.72366, -5.61631], [-1.25487, 0.77199, -6.36772], [-0.55930, -0.26440, -3.72031], [-2.22479, -0.01312, -4.35006], [-1.39170, -3.50988, -1.23963], [-0.26426, -2.19032, -0.82205], [-0.12241, -2.09776, 0.62261], [0.93679, -2.30302, -1.62936], [-1.14168, -0.98933, -1.36121], [-0.86597, -4.46197, -1.08506], [-1.64227, -3.37941, -2.29981], [-2.28747, -3.40567, -0.60339]], "lowdin_spin": [0.005, 0.000, 0.000, 0.000, 0.000, 0.000, 0.000, 0.000, 0.000, 0.000, 0.000, 0.000, 0.000, 0.000, 0.000, 0.000, 0.908, 0.000, -0.006, 0.001, 0.000, 0.013, 0.000, 0.000, 0.001, 0.000, 0.002, 0.001, 0.005, 0.026, 0.000, 0.000, -0.004, 0.000, 0.001, 0.006, 0.000, 0.007, 0.001, 0.000, 0.000, 0.000, 0.000, 0.000, 0.000, 0.001, 0.000, 0.000, 0.000, 0.000, 0.000, 0.006, 0.004, 0.000, 0.019, 0.000, 0.000, 0.000]}